Record 1
Entry from OMol25: a structure of composition C45H56BrN2OPRhSSi in a non-equilibrium geometry (ωB97M-V with the def2-TZVPD basis set).

Each line ends with the Mulliken charge.
CARTESIAN COORDINATES (ANGSTROEM)
Rh 0.02 0.29 -0.09  -0.317
S -2.01 -3.78 -0.48  -0.336
C -2.63 -2.79 -1.73  -0.755
C -2.00 -1.58 -1.79  -0.526
C -1.00 -1.42 -0.80  0.123
C -0.88 -2.55 -0.02  0.824
C 0.01 -2.64 1.12  0.475
C 0.08 -3.76 1.97  -0.909
C 0.89 -3.71 3.08  -0.650
C 1.63 -2.56 3.33  -0.798
C 1.52 -1.50 2.44  -0.835
N 0.74 -1.54 1.36  0.766
H -3.44 -3.15 -2.34  0.486
H -2.27 -0.81 -2.52  0.540
H -0.53 -4.63 1.75  0.465
H 0.95 -4.55 3.75  0.435
H 2.27 -2.48 4.19  0.484
H 2.07 -0.59 2.60  0.571
O -1.91 -0.48 2.06  -0.435
C -1.50 0.58 1.74  0.799
C -1.92 1.92 1.95  0.067
C -2.59 2.22 3.17  -0.975
C -2.89 3.52 3.48  -0.579
C -2.58 4.56 2.60  -0.727
C -1.93 4.28 1.41  -0.892
C -1.59 2.97 1.07  0.283
P -0.70 2.51 -0.43  1.868
C -1.94 2.44 -1.75  0.786
C -1.57 2.67 -3.08  -0.274
C -2.52 2.59 -4.09  -1.108
C -3.83 2.25 -3.79  -0.638
C -4.19 1.98 -2.47  -0.804
C -3.25 2.08 -1.46  -0.718
C 0.28 4.02 -0.75  0.554
C -0.20 5.07 -1.52  -0.250
C 0.53 6.25 -1.60  -0.827
C 1.73 6.38 -0.91  -0.723
C 2.20 5.33 -0.14  -0.510
C 1.48 4.16 -0.05  -0.775
H -2.84 1.40 3.84  0.532
H -3.39 3.74 4.41  0.427
H -2.85 5.57 2.84  0.455
H -1.69 5.08 0.73  0.472
H -0.55 2.93 -3.31  0.790
H -2.24 2.80 -5.11  0.507
H -4.57 2.19 -4.57  0.420
H -5.21 1.69 -2.25  0.466
H -3.53 1.88 -0.43  0.422
H -1.14 4.99 -2.04  0.522
H 0.15 7.08 -2.18  0.452
H 2.29 7.31 -0.97  0.427
H 3.13 5.44 0.41  0.433
H 1.83 3.34 0.56  0.448
C 6.65 -1.28 -1.78  -1.803
C 5.20 -0.81 -1.63  2.706
C 4.72 -0.26 -2.98  -1.829
C 4.31 -2.02 -1.30  -1.902
Si 5.10 0.56 -0.28  -1.949
Br 2.77 0.75 0.09  0.057
C 5.58 2.33 -0.89  2.858
C 6.98 2.28 -1.52  -1.768
C 5.61 3.31 0.30  -1.999
C 4.59 2.90 -1.92  -1.720
C 5.77 0.07 1.45  2.688
C 7.30 0.22 1.47  -1.742
C 5.42 -1.40 1.76  -1.915
C 5.17 0.92 2.58  -1.624
H 6.72 -2.01 -2.59  0.531
H 7.02 -1.77 -0.87  0.337
H 7.33 -0.46 -2.02  0.316
H 4.70 -1.06 -3.72  0.693
H 5.38 0.52 -3.36  0.132
H 3.71 0.15 -2.90  0.207
H 4.32 -2.71 -2.15  0.515
H 3.28 -1.73 -1.12  0.224
H 4.67 -2.58 -0.43  0.338
H 7.72 1.84 -0.84  0.327
H 7.31 3.30 -1.75  0.513
H 6.99 1.71 -2.45  0.334
H 6.41 3.07 1.00  0.349
H 4.66 3.31 0.84  0.254
H 5.79 4.32 -0.08  0.653
H 4.60 2.34 -2.85  0.236
H 4.87 3.93 -2.15  0.598
H 3.57 2.91 -1.54  0.137
H 7.78 -0.37 0.69  0.320
H 7.68 -0.13 2.43  0.531
H 7.60 1.26 1.36  0.313
H 5.98 -2.09 1.12  0.312
H 4.35 -1.60 1.63  0.195
H 5.68 -1.63 2.79  0.638
H 5.45 1.97 2.50  0.324
H 5.55 0.56 3.54  0.575
H 4.08 0.86 2.60  0.114
C 1.48 -1.61 -4.92  -1.398
C 0.66 -0.31 -4.80  2.422
C 1.33 0.82 -5.60  -1.508
C -0.78 -0.53 -5.29  -1.445
C 0.62 0.08 -3.39  -1.219
N 0.59 0.39 -2.29  0.245
H 1.47 -1.94 -5.95  0.473
H 1.05 -2.39 -4.29  0.346
H 2.51 -1.44 -4.61  0.137
H 1.39 0.53 -6.65  0.453
H 2.34 1.01 -5.23  0.223
H 0.75 1.75 -5.52  0.326
H -0.76 -0.74 -6.36  0.487
H -1.39 0.35 -5.12  0.144
H -1.23 -1.38 -4.78  0.306

Results
⟨S²⟩   6.02
HOMO-LUMO gap (spin up / spin down)   6.15 / 6.32 eV
Charge   +1
E_tot   -5646.46574 Eh
Spin multiplicity   5
Lowest unoccupied orbital energy (spin up / spin down)   -2.618 / -3.927 eV
HOMO (spin up / spin down)   -8.77 / -10.25 eV

Record 2
Entry from OMol25: a cluster of 2 separate species, C3H3NO in total in a non-equilibrium geometry (ωB97M-V with the def2-TZVPD basis set).

Each line ends with the Mulliken charge.
CARTESIAN COORDINATES (ANGSTROEM)
C -0.81 -1.01 0.68  -0.612
C -0.69 0.05 0.08  0.288
C 1.77 -0.60 0.71  0.077
N -0.56 1.18 -0.60  -0.471
O 2.18 -1.03 -0.25  -0.176
H -1.52 -1.74 0.88  0.352
H -0.46 1.93 -0.04  0.254
H 0.09 1.21 -1.46  0.288

Results
HOMO-LUMO gap   9.75 eV
Charge   0
E_tot   -245.99947 Eh
Lowest unoccupied orbital energy   0.818 eV
HOMO   -8.93 eV